(1)
Density functional theory data (ωB97M-V/def2-TZVPD) for an isolated molecule of C7H9N.

The geometry in XYZ format:
```
17
Properties=species:S:1:pos:R:3:forces:R:3
C -1.0515 -0.5006 1.4152 -3.703 -5.378 2.495
C -1.4852 -1.0814 0.0263 3.148 1.258 1.075
C 0.2649 -0.5375 -2.0490 -0.712 -1.323 -0.590
C 1.3835 1.0369 -0.7359 1.217 2.575 -2.232
C -0.3319 0.8165 1.2865 0.220 -0.932 4.126
C 0.6180 0.2915 0.1786 -0.726 -0.694 2.625
C -0.3234 -0.6688 -0.7058 -0.844 -0.641 -0.041
H -2.0039 -0.7233 2.3235 2.694 1.367 -2.684
H -0.2789 -1.4220 1.8037 -1.362 2.772 -0.595
H -2.2700 -1.8987 0.1357 1.259 1.260 -1.310
H 0.2457 -1.1034 -3.0772 -0.436 1.220 2.540
H 1.4443 1.0044 -2.9005 -0.399 -1.752 2.932
H 2.0862 1.9358 -0.4488 -1.544 -2.104 -1.297
H 0.0936 0.6067 2.4942 -0.244 2.020 -3.389
H 1.3951 -0.0275 0.9859 -0.861 -1.348 -1.397
H -0.9268 1.7787 1.2266 0.615 -1.342 -0.339
N 1.1402 0.4925 -1.9589 1.676 3.040 -1.919
```
Forces are in eV/Å.

The calculation puts the energy above the lowest of the compared OMol25 structures with the same formula, charge and spin at 7.185 eV. The value obtained for the HOMO energy is -6.24 eV. The value obtained for the orbital gap is 7.012 eV. The total charge is 0.

(2)
Density functional theory data (ωB97M-V/def2-TZVPD) for an isolated molecule of C5H7NO.

The geometry in XYZ format:
```
14
Properties=species:S:1:pos:R:3:forces:R:3
O 1.3022 2.1932 -0.6113 -0.122 -0.265 0.413
C 0.7647 1.1953 -0.1747 0.140 0.041 0.181
C 1.4680 -0.1149 0.0814 0.131 -0.051 -0.118
C 0.5605 -1.2861 -0.1903 -0.204 -0.059 -0.031
C -0.7655 -1.1759 -0.2102 0.171 -0.051 0.006
C -1.4752 0.1162 0.0678 -0.019 -0.160 0.044
N -0.5202 1.1729 0.3185 0.147 0.015 0.012
H 1.7246 -0.0853 1.1526 0.074 -0.059 -0.219
H 2.4050 -0.1499 -0.4747 -0.125 -0.099 -0.075
H 1.0304 -2.2480 -0.3739 -0.079 0.074 -0.017
H -1.3935 -2.0323 -0.4413 0.105 0.074 0.067
H -2.1348 0.0106 0.9389 0.102 -0.081 -0.085
H -2.1312 0.3693 -0.7838 0.151 -0.050 0.143
H -0.8352 2.0349 0.7009 -0.470 0.672 -0.321
```
Forces are in eV/Å.

The calculation puts the energy above the lowest of the compared OMol25 structures with the same formula, charge and spin at 0.469 eV. The value obtained for the HOMO energy is -9.29 eV. The value obtained for the orbital gap is 10.138 eV. The total charge is 0.

(3)
Density functional theory data (ωB97M-V/def2-TZVPD) for a structure of composition C16H32BF4O14Tl.

The geometry in XYZ format:
```
68
Properties=species:S:1:pos:R:3:forces:R:3
Tl 0.1086 -0.1209 0.3851 0.261 0.508 0.062
C -4.7635 -1.6124 -1.1381 -2.139 -1.346 -1.419
C -3.5450 -1.0337 -1.0146 2.879 -0.114 4.734
C -2.9216 -0.3661 -2.2254 4.705 3.812 1.700
O -1.8383 0.3708 -2.1117 -3.773 -3.025 -0.068
C -3.6000 -0.2253 -3.4448 -2.496 -2.057 0.263
C -4.9670 -0.8835 -3.6240 -1.127 0.801 -2.366
C -5.5702 -1.6022 -2.3172 -2.759 0.454 -1.645
O -6.7618 -1.9736 -2.2781 2.889 0.666 -0.461
O -5.5980 -0.7660 -4.7096 2.059 -0.604 3.806
O -3.0905 -1.1305 0.2225 -0.322 1.036 -4.714
H -5.1912 -2.1773 -0.3230 0.068 0.209 0.311
H -3.1276 0.3529 -4.2252 -0.099 0.054 -0.149
B 4.1978 2.1837 -2.4350 0.697 3.684 -2.797
F 4.8549 2.3500 -3.6687 0.510 -0.238 -0.100
F 4.3006 0.9878 -1.9612 0.370 -5.098 1.477
F 4.6940 3.0535 -1.5080 0.306 1.316 1.075
F 2.8650 2.4631 -2.7359 -1.766 0.303 0.002
C 0.9466 -3.1223 2.5798 0.445 0.482 -0.914
C 1.8752 -3.4282 1.3671 -0.622 0.357 0.836
O 2.1715 -2.3026 0.5421 -0.285 -0.364 0.454
O -0.3181 -2.5908 2.1418 0.669 -0.644 0.102
H 1.4566 -2.4178 3.2367 -0.018 0.412 -0.069
H 0.8522 -4.0301 3.1757 -0.277 -0.322 -0.219
H 1.4211 -4.2080 0.7557 0.055 -0.150 0.008
H 2.8100 -3.7551 1.8226 -0.010 -0.507 -0.036
H 3.1294 -2.2774 0.4831 -0.014 0.478 -0.270
H -0.9593 -2.7279 2.8430 -0.055 0.111 0.046
C -2.4563 0.7619 3.2318 0.371 0.802 0.170
C -2.8053 1.8980 2.1818 0.459 -0.836 1.575
O -2.4606 1.6099 0.8495 -0.885 -0.240 -0.055
O -1.0648 0.5456 3.2019 0.793 0.135 -0.363
H -2.9353 -0.2164 3.1920 -0.561 0.060 -1.107
H -2.7421 1.0752 4.2360 -0.188 0.733 0.072
H -2.2457 2.8114 2.3834 0.093 -0.186 0.728
H -3.8571 2.1235 2.3577 -0.260 0.038 -0.444
H -3.3059 1.4300 0.4315 0.245 -0.277 -0.457
H -0.6953 0.3243 4.0599 -0.262 -0.088 0.024
C 3.2119 0.1544 2.6979 -0.537 -0.973 -1.173
C 3.7640 0.9472 1.5324 -0.327 -0.048 -1.417
O 2.9652 0.6747 0.3241 0.390 -0.500 2.349
O 1.8090 0.2828 2.8417 -0.156 0.711 1.097
H 3.7337 0.2881 3.6455 0.190 0.349 -0.102
H 3.2657 -0.9039 2.4423 0.808 -0.126 -0.161
H 4.7893 0.5854 1.4550 0.258 -0.046 -0.494
H 3.8341 2.0313 1.6211 -0.265 0.049 0.557
H 3.4301 0.9592 -0.4661 0.476 0.096 -0.206
H 1.7394 0.8009 3.6469 -0.773 0.296 -0.145
C -0.2177 -2.6822 -2.4735 -0.129 0.526 -0.163
C 1.1587 -2.0156 -2.7655 -0.529 -3.069 0.939
O 1.2788 -0.7542 -2.2558 -0.058 1.403 -0.590
O -0.6837 -2.4613 -1.1194 0.791 -0.068 -0.812
H -0.1790 -3.7509 -2.6846 0.301 -0.102 -0.003
H -0.9717 -2.2689 -3.1435 -0.073 0.206 -0.267
H 1.4118 -2.0370 -3.8255 -0.582 -0.201 -0.293
H 1.9252 -2.6403 -2.3068 0.086 -0.365 0.238
H 1.7084 -0.3737 -3.0254 0.256 1.581 0.645
H -1.4043 -3.0736 -0.9538 0.030 -0.089 0.146
C -0.0376 3.8681 0.4020 -1.225 -1.212 -0.942
C 0.7937 3.5617 -0.8498 1.314 0.884 1.998
O 0.7454 2.2091 -1.2151 -0.989 0.595 0.139
O 0.2125 2.9666 1.5094 0.667 0.520 -0.709
H -1.0482 3.6299 0.0702 -0.496 0.207 0.197
H -0.0156 4.9347 0.6257 0.399 -0.057 0.310
H 1.8122 3.8605 -0.6019 0.546 -0.388 0.116
H 0.5853 4.3033 -1.6209 -0.857 -0.251 -0.411
H 1.4882 2.1428 -1.8197 0.541 -0.485 -0.478
H 0.0324 3.3874 2.3532 -0.013 0.199 -0.158
```
Forces are in eV/Å.

The calculation puts the energy above the lowest of the compared OMol25 structures with the same formula, charge and spin at 0.000 eV. The value obtained for the HOMO energy is -8.88 eV. The value obtained for the orbital gap is 3.530 eV. The total charge is 0.

F_max readings, ordered: 0.1359; 0.0171; 0.1223 Eh/bohr